No. 1
Molecular formula: C26H75NO11
Method: DFT, ωB97M-V/def2-TZVPD

Values from the calculation:
HOMO energy	-9.5	eV
DFT total energy	-52189.6205	eV
2S+1	1
charge	0
SMILES string	COC[C@H](C)N.CC(C)O.CC(C)O.CC(C)O.CC(C)O.CC(C)O.CC(C)O.CO.CO.CO.CO
energy relative to the best compared isomer or geometry (same formula, charge and spin)	0.00	kcal/mol

```
113
Properties=species:S:1:pos:R:3:forces:R:3
C 1.266215 -5.458649 4.635066 -0.4 0.1 -0.3
C 0.844234 -4.629209 3.427501 -0.2 -0.1 -0.4
C 1.944307 -3.693900 2.944775 0.2 0.2 0.3
O 0.495797 -5.543655 2.391525 0.0 -0.2 -0.2
H 1.538532 -4.826043 5.480090 0.1 0.0 0.0
H 2.092387 -6.114399 4.361869 0.1 0.1 0.1
H 0.421254 -6.077573 4.939203 0.1 -0.1 0.0
H -0.073701 -4.077951 3.665961 0.2 0.3 0.2
H 2.093428 -2.835705 3.607073 0.0 -0.1 0.1
H 1.755182 -3.274082 1.955393 -0.2 -0.1 -0.1
H 2.887832 -4.243316 2.912161 0.0 0.0 -0.1
H 0.478569 -5.091455 1.523103 0.2 -0.2 0.5
C -0.274073 -0.929889 4.663182 -0.3 0.6 -0.3
C -1.687830 -1.382459 4.325636 -0.3 -0.1 0.6
C -2.647508 -0.209324 4.202758 1.0 0.4 0.3
O -1.618871 -2.142388 3.116387 0.1 0.1 -0.1
H -0.253842 -0.407823 5.620415 0.0 -0.4 0.2
H 0.051280 -0.158499 3.956086 0.1 -0.2 -0.2
H 0.422180 -1.764521 4.637803 0.0 0.0 0.1
H -2.049433 -2.027345 5.138292 0.1 -0.1 -0.1
H -2.316353 0.385865 3.348276 -0.4 0.0 -0.1
H -2.461837 0.422308 5.076815 -0.3 0.0 0.0
H -3.703469 -0.463809 4.159747 0.0 -0.1 -0.2
H -2.468551 -2.577071 2.984632 0.1 0.0 -0.1
C 0.831795 2.699510 2.775905 0.4 -0.2 0.1
C -0.388137 3.555257 2.570425 -0.7 0.3 0.1
C -0.119683 5.050556 2.678289 0.4 0.3 -0.4
O -0.987923 3.260546 1.308833 0.3 0.0 0.2
H 1.616100 3.042348 2.093912 0.2 -0.2 0.1
H 0.602259 1.652546 2.569103 0.0 0.1 -0.2
H 1.189659 2.708528 3.808325 0.1 0.3 -0.1
H -1.113532 3.279065 3.344737 -0.2 0.0 -0.2
H -0.996808 5.658362 2.454133 -0.3 -0.3 0.3
H 0.596068 5.368662 1.910061 0.2 -0.2 0.1
H 0.291696 5.335491 3.648046 -0.1 0.0 0.0
H -0.292787 3.392077 0.627857 -0.4 0.0 0.1
C 4.788736 3.586216 -1.441133 0.1 0.4 0.0
C 4.556974 2.365175 -0.559378 -0.1 1.2 0.1
C 4.846938 2.719141 0.901434 0.5 -0.2 -0.6
O 3.187432 2.004632 -0.713573 0.4 -0.5 0.1
H 5.814880 3.941185 -1.320807 0.0 0.0 0.0
H 4.123802 4.401247 -1.139650 0.0 0.0 0.2
H 4.611307 3.454103 -2.509624 0.0 -0.5 0.1
H 5.257801 1.575888 -0.854585 -0.4 -0.3 -0.1
H 5.879595 3.075438 0.954612 0.0 -0.1 0.2
H 4.747766 1.818887 1.507545 -0.1 0.2 0.2
H 4.202753 3.525009 1.251210 -0.2 -0.1 0.0
H 3.093203 1.114264 -0.313147 -0.2 -0.1 -0.1
C 0.445879 -0.169531 -3.112063 0.7 -0.3 -1.0
C 1.363597 -0.045153 -4.339002 -0.3 0.9 -0.1
C 2.645632 0.619647 -3.900526 1.2 -0.4 0.7
O 1.626290 -1.320464 -4.901653 0.4 -0.1 0.1
H 0.960988 -0.969558 -2.578819 -0.5 0.0 0.6
H -0.553875 -0.475964 -3.422757 -0.1 0.0 0.3
H 0.435023 0.753896 -2.535318 -0.1 0.0 0.1
H 0.940424 0.611351 -5.109293 -0.3 -0.1 0.0
H 3.517652 0.503715 -4.548296 -0.4 0.1 -0.6
H 3.025578 0.185844 -2.967892 -0.3 0.0 0.1
H 2.504269 1.676103 -3.680001 -0.2 0.0 -0.1
H 0.814108 -1.713269 -5.232376 -0.1 0.1 0.0
C -0.137868 -3.792737 -2.220581 0.2 -0.3 -0.5
C -0.059275 -3.653590 -0.695160 -0.3 -0.1 -1.4
C -1.430322 -3.746669 -0.064191 0.0 -0.1 0.4
O 0.835545 -4.675262 -0.224114 -0.3 0.3 -0.1
H -0.675592 -4.692644 -2.547502 -0.1 -0.1 0.4
H 0.866884 -3.918040 -2.632130 0.1 0.3 0.0
H -0.627475 -2.983058 -2.763329 0.1 0.2 0.4
H 0.371681 -2.678336 -0.458126 0.2 -0.2 0.2
H -2.128790 -3.103958 -0.601971 0.0 0.2 0.2
H -1.345800 -3.464991 0.988227 -0.3 0.1 -0.1
H -1.853554 -4.754190 -0.087884 0.2 -0.1 -0.2
H 0.609103 -5.452730 -0.752616 0.2 -0.1 0.3
C -4.302622 -0.260324 -3.928979 -0.4 -0.4 -0.1
C -4.700638 1.206005 -3.792116 0.7 0.2 -0.2
C -3.570292 2.072143 -3.250396 -1.1 0.6 -0.1
O -3.481605 1.810610 -1.861562 0.8 -0.3 -0.1
C -2.301551 2.337123 -1.269011 0.1 -0.3 0.0
N -5.097291 1.687369 -5.133256 -0.6 -0.2 0.4
H -5.213953 -0.747894 -4.289317 0.2 -0.4 0.1
H -3.974442 -0.755217 -3.014386 -0.4 0.3 0.3
H -3.516577 -0.491297 -4.651923 0.0 0.6 -0.2
H -5.529789 1.266653 -3.079623 0.0 0.0 0.1
H -3.808264 3.143923 -3.342231 -0.1 -0.1 -0.3
H -2.683571 1.919040 -3.878393 0.4 -0.3 0.6
H -2.315702 3.428877 -1.200342 -0.1 0.0 -0.1
H -1.428985 2.010410 -1.843152 0.1 0.1 0.0
H -2.203338 1.948076 -0.255451 -0.2 0.0 -0.1
H -5.940785 1.151132 -5.342491 0.3 0.0 -0.4
H -5.461690 2.636580 -5.070117 0.3 0.0 0.1
C -3.881699 -0.655639 0.749493 0.4 0.1 0.0
O -4.732894 -0.209761 -0.266338 -0.9 -0.2 -0.1
H -3.636205 0.144106 1.452349 0.3 0.1 -0.1
H -4.348208 -1.439885 1.348661 -0.4 0.0 -0.2
H -2.980866 -1.095744 0.315307 0.2 0.1 0.2
H -4.373439 0.555659 -0.737930 0.3 -0.1 0.1
C -0.366112 0.005067 0.564519 0.4 0.9 -0.3
O 0.470822 -0.869526 1.309699 -0.2 -0.1 -0.3
H -1.022513 0.566528 1.228988 -0.2 -0.1 -0.2
H 0.268483 0.749832 0.072903 0.2 0.0 0.3
H -0.901918 -0.432165 -0.283693 -0.2 -0.6 0.4
H -0.062017 -1.313356 1.985686 -0.1 -0.2 -0.1
C 1.092559 4.198126 -1.967312 -0.4 0.5 0.4
O 0.878231 3.474963 -0.767344 0.5 -0.1 0.3
H 1.576136 5.163994 -1.780472 0.2 -0.1 0.0
H 1.685558 3.640729 -2.692456 -0.1 -0.1 0.0
H 0.097382 4.443489 -2.340607 0.1 -0.2 -0.3
H 1.740849 3.135360 -0.443496 -0.2 -0.1 -0.5
C 3.362398 -1.599445 -0.719040 -0.7 -1.0 0.5
O 2.981805 -0.591304 0.199276 0.3 0.7 0.0
H 2.703601 -1.628902 -1.588906 0.3 0.2 -0.2
H 4.409684 -1.495598 -0.988096 -0.1 0.3 -0.1
H 3.255636 -2.586130 -0.250930 0.1 0.0 0.0
H 2.088100 -0.727295 0.563548 0.1 -0.4 0.0
```
Forces are in eV/Å.

=====

No. 2
Molecular formula: C26H76O22
Method: DFT, ωB97M-V/def2-TZVPD

Values from the calculation:
HOMO energy	-10.1	eV
DFT total energy	-73229.6576	eV
2S+1	1
charge	0
SMILES string	CC(C)O.CC(C)O.OCCO.OCCO.OCCO.OCCO.OCCO.OCCO.OCCO.OCCO.OCCO.OCCO
energy relative to the best compared isomer or geometry (same formula, charge and spin)	136.65	kcal/mol

```
124
Properties=species:S:1:pos:R:3:forces:R:3
C -0.557627 -7.234181 1.636193 -0.2 0.1 0.5
C -1.258844 -7.558925 2.978417 0.1 1.9 -1.4
C -2.709292 -7.049162 3.045637 0.0 0.0 0.3
O -1.208774 -8.927999 3.061002 -0.2 -1.9 0.2
H 0.355755 -7.828389 1.608831 0.0 0.0 -0.2
H -0.269249 -6.188805 1.526050 -0.1 0.1 0.2
H -1.194207 -7.492182 0.789837 0.0 -0.2 0.0
H -0.626494 -7.130562 3.756080 -0.2 0.3 0.4
H -2.815449 -5.995079 3.302062 0.3 0.1 -0.2
H -3.262603 -7.560923 3.833058 0.1 -0.2 0.3
H -3.276946 -7.250403 2.137136 0.3 0.0 -0.2
H -1.841023 -9.210573 3.725849 0.0 -0.2 0.1
C 7.807725 -5.297863 3.369367 -0.9 0.9 -1.0
C 8.954183 -5.666840 4.224723 1.8 1.0 0.6
C 9.759788 -4.395828 4.650723 0.1 -0.8 0.3
O 8.546026 -6.264143 5.435986 -0.5 -0.2 0.7
H 7.143851 -6.139663 3.172496 -0.1 0.2 0.0
H 8.083775 -4.816812 2.431030 0.6 -0.6 -0.4
H 7.281008 -4.430277 3.766808 -0.5 -0.4 0.8
H 9.623266 -6.397974 3.770988 0.2 0.2 -0.6
H 10.517994 -4.691593 5.375799 -0.1 -0.1 0.2
H 9.086046 -3.710034 5.164390 0.0 0.1 -0.1
H 10.331470 -3.867180 3.887960 -0.5 -0.1 -0.4
H 8.412500 -7.201374 5.276720 -0.1 0.0 0.1
C -0.826052 6.628415 -5.022406 -1.1 -0.9 1.2
C 0.384033 6.727369 -5.912414 -0.7 0.5 -0.9
O 0.375126 5.688331 -6.903993 0.2 0.6 0.6
O -2.113406 6.710997 -5.684326 1.1 0.3 -0.9
H -0.809557 7.350296 -4.205869 0.3 0.2 0.0
H -0.792210 5.630329 -4.585616 0.1 -0.1 0.3
H 1.316431 6.703552 -5.348374 -0.2 -0.4 0.2
H 0.375734 7.705281 -6.393776 0.0 0.2 -0.3
H -0.384448 5.919690 -7.443542 -0.1 -0.3 -0.3
H -2.832264 6.865161 -5.067026 0.3 0.0 0.2
C -0.566899 1.537933 0.728643 -1.0 0.9 -1.0
C -0.052768 0.146633 0.829987 0.2 -0.6 -1.2
O 1.338062 0.084099 0.842302 1.4 0.2 0.9
O -0.440711 2.286967 1.883452 0.8 0.4 1.8
H -1.631060 1.610730 0.504224 -0.2 -0.7 -0.7
H -0.046256 2.116889 -0.034145 0.2 -0.4 -0.2
H -0.231602 -0.389391 -0.102107 -1.1 -0.2 0.2
H -0.410940 -0.382945 1.712808 -0.7 -0.1 -0.1
H 1.581939 0.171587 1.766668 0.6 0.2 0.0
H -0.788035 1.721045 2.576779 -0.1 0.3 0.5
C 0.861640 -1.599141 -6.296258 -1.8 -1.5 0.7
C 0.336200 -2.963189 -6.874079 -0.1 0.0 -0.6
O 0.162892 -4.001360 -5.916417 0.5 0.1 0.7
O 1.470617 -0.840578 -7.293696 0.4 0.2 -0.2
H 1.446972 -1.798491 -5.398623 0.7 -0.2 -0.2
H 0.033745 -1.019153 -5.888449 -0.5 -0.2 0.0
H 0.993793 -3.280248 -7.683486 0.5 0.1 0.1
H -0.637514 -2.950453 -7.363784 -0.1 1.1 -0.1
H 0.526349 -4.819284 -6.263553 0.1 0.1 0.0
H 1.216596 0.059819 -7.078380 0.3 0.2 -0.4
C 7.013486 1.135033 -4.173389 0.2 -1.0 1.6
C 7.430530 2.106749 -5.263100 -1.7 -0.5 -0.5
O 8.495843 1.651997 -6.077308 0.5 0.1 0.6
O 6.086771 1.780344 -3.293490 -0.3 0.7 -0.6
H 7.781447 0.744713 -3.505568 1.0 0.4 -0.4
H 6.617122 0.198540 -4.565789 -0.5 0.2 -0.6
H 7.491408 3.115147 -4.853794 0.8 0.0 0.0
H 6.550578 2.140801 -5.905443 -0.3 0.3 0.0
H 8.168166 1.517218 -6.969527 0.0 0.0 0.1
H 5.600176 1.154285 -2.752316 0.2 -0.2 -0.2
C -4.464364 2.087013 8.664245 0.6 -1.7 -0.9
C -4.890067 1.281786 9.895277 -0.2 0.2 1.2
O -4.053893 0.209937 10.309004 0.3 -0.1 -0.7
O -4.266374 1.159040 7.526678 -0.2 1.3 1.1
H -3.501338 2.572555 8.822125 0.1 -0.2 0.1
H -5.138646 2.895854 8.382756 -0.4 -0.2 0.2
H -5.872904 0.814509 9.833713 -0.1 0.1 -0.6
H -4.967800 1.907925 10.784100 -0.2 0.8 -0.2
H -3.255014 0.575388 10.696072 0.1 0.0 0.0
H -5.139402 0.798581 7.354927 -0.1 -0.2 -0.2
C -7.317628 0.687649 -5.259806 0.0 -1.4 0.9
C -6.447872 0.935644 -6.489592 -0.8 0.2 -0.4
O -6.159497 -0.309394 -7.082327 0.3 -0.9 0.0
O -6.650723 0.027793 -4.161803 0.9 1.0 0.2
H -8.085147 -0.076762 -5.380960 -0.5 0.5 -1.5
H -7.835239 1.556895 -4.854124 0.5 0.2 -0.1
H -5.524295 1.492673 -6.332073 0.0 0.0 0.7
H -6.993014 1.489283 -7.254053 -0.5 0.5 0.3
H -5.931658 -0.147412 -8.000723 0.1 -0.2 0.0
H -6.373271 -0.840726 -4.462243 0.0 0.0 -0.1
C 2.165229 -2.192329 7.890822 0.7 0.0 0.2
C 2.429792 -0.701056 7.578679 0.7 0.0 -0.5
O 3.230710 -0.621130 6.350995 -0.6 -0.8 0.6
O 3.407242 -2.847757 8.181610 -0.2 0.4 -0.6
H 1.748430 -2.722272 7.034357 -0.5 0.3 -0.1
H 1.581573 -2.417260 8.783498 -0.5 0.7 -0.2
H 3.031266 -0.284745 8.386767 -0.1 -0.1 0.2
H 1.557720 -0.063288 7.434264 -0.4 -0.4 0.2
H 3.623152 0.250033 6.257893 -0.1 0.0 0.2
H 3.767350 -2.882321 7.292380 0.9 -0.3 0.1
C -5.877381 -7.056823 -5.657787 -0.6 0.6 -0.9
C -5.460680 -6.797864 -4.231155 -0.2 -1.1 -0.7
O -5.008812 -5.487716 -3.944568 -0.2 -0.2 -0.1
O -6.972030 -6.183721 -6.045085 0.9 -1.1 0.0
H -6.144408 -8.101635 -5.816431 -1.0 -0.1 0.7
H -5.072386 -7.083450 -6.392216 0.5 1.1 0.0
H -4.733102 -7.592430 -4.065607 0.4 0.2 0.7
H -6.351511 -7.039843 -3.651527 0.1 0.4 0.4
H -4.050312 -5.467087 -3.994103 0.0 0.0 -0.1
H -6.621753 -5.291864 -5.985966 0.0 0.2 0.0
C 3.596668 7.205013 0.556061 1.2 -0.2 1.1
C 3.997479 7.108811 2.057399 -1.8 -1.7 0.2
O 3.789176 5.739498 2.591534 1.0 0.9 -0.6
O 4.753522 6.869786 -0.200723 -0.1 0.7 -0.7
H 3.280128 8.228390 0.354577 0.4 0.1 -0.3
H 2.768950 6.569521 0.241189 -0.2 -0.2 0.5
H 3.398742 7.740932 2.713177 0.0 0.4 -0.2
H 5.054154 7.346271 2.180508 -0.1 -0.1 -0.1
H 2.906102 5.438377 2.365453 -0.1 0.2 -0.1
H 4.946841 5.931271 -0.142345 -0.2 -0.1 0.2
C -6.265109 7.526213 0.347176 1.4 1.9 -0.5
C -4.869195 7.551254 0.966633 0.9 -0.8 1.1
O -4.497308 8.855921 1.488087 -1.2 -0.1 -0.6
O -6.219007 8.024519 -1.014657 -0.7 -0.9 0.5
H -6.831583 8.174542 1.015667 -0.4 0.3 -0.2
H -6.776807 6.564650 0.388020 0.5 -0.1 -0.5
H -4.032637 7.198457 0.363473 -0.4 0.0 -0.8
H -4.883820 6.801710 1.757882 -0.1 0.1 0.6
H -3.684178 8.851775 1.998384 0.0 -0.5 -0.1
H -5.788870 8.880461 -1.077467 0.0 0.1 0.5
```
Forces are in eV/Å.

=====

| no. | frontier orbital gap (eV) |
| --- | --- |
| 1 | 10.03 |
| 2 | 10.09 |